Record 1
DFT (ωB97M-V/def2-TZVPD) results for C40H42F6InO2P2S as an isolated structure.

Structure (XYZ):
```
94
Properties=species:S:1:pos:R:3
C 0.76 0.67 -2.92
C 1.14 -0.63 -2.20
In 3.25 -0.69 -1.61
C 4.19 -2.59 -2.37
C 3.85 -3.66 -1.42
O 2.72 -4.03 -1.16
P 4.61 1.29 -2.43
O 3.96 2.61 -2.08
P 3.36 -0.75 0.93
S 2.41 0.77 1.77
H -0.29 0.68 -3.19
H 0.97 1.54 -2.31
H 1.36 0.79 -3.82
H 0.54 -0.74 -1.30
H 0.91 -1.47 -2.86
H 5.27 -2.46 -2.37
H 3.87 -2.84 -3.38
H 4.72 -4.13 -0.93
H 5.92 1.22 -1.88
H 4.86 1.22 -3.83
H 2.80 -1.97 1.36
H 4.71 -0.78 1.36
F 3.43 4.11 -5.65
C 3.63 5.30 -5.05
C 3.52 6.44 -5.81
C 3.73 7.67 -5.20
C 4.04 7.74 -3.85
C 4.14 6.56 -3.10
C 3.94 5.33 -3.70
H 3.28 6.37 -6.86
H 3.64 8.58 -5.78
H 4.20 8.69 -3.37
H 4.39 6.61 -2.05
H 4.01 4.40 -3.13
F 2.63 -5.01 7.09
C 2.43 -4.79 5.77
C 2.01 -3.54 5.37
C 1.80 -3.31 4.01
C 2.02 -4.33 3.10
C 2.44 -5.58 3.53
C 2.65 -5.82 4.88
H 1.84 -2.76 6.10
H 1.48 -2.34 3.67
H 1.85 -4.16 2.04
H 2.60 -6.38 2.82
H 2.98 -6.78 5.25
F -2.99 5.35 1.47
C -1.79 5.01 0.93
C -1.06 3.99 1.50
C 0.16 3.66 0.94
C 0.64 4.34 -0.17
C -0.12 5.36 -0.73
C -1.35 5.71 -0.18
H -1.45 3.47 2.37
H 0.75 2.86 1.37
H 1.59 4.06 -0.60
H 0.25 5.89 -1.60
H -1.95 6.50 -0.60
F -1.14 1.37 3.56
C -2.19 1.16 4.37
C -2.83 -0.07 4.32
C -3.92 -0.28 5.15
C -4.35 0.72 6.01
C -3.69 1.94 6.04
C -2.60 2.16 5.22
H -2.48 -0.83 3.63
H -4.42 -1.23 5.13
H -5.20 0.54 6.65
H -4.03 2.72 6.71
H -2.06 3.11 5.23
F -6.93 -2.57 5.85
C -7.57 -2.46 4.67
C -6.99 -1.73 3.66
C -7.65 -1.62 2.45
C -8.88 -2.23 2.26
C -9.45 -2.96 3.30
C -8.79 -3.09 4.51
H -6.03 -1.25 3.83
H -7.20 -1.05 1.65
H -9.39 -2.14 1.32
H -10.41 -3.44 3.16
H -9.22 -3.65 5.33
F 2.55 -2.12 -5.82
C 1.53 -2.99 -5.92
C 1.40 -3.98 -4.96
C 0.35 -4.87 -5.06
C -0.55 -4.77 -6.12
C -0.40 -3.78 -7.07
C 0.65 -2.87 -6.97
H 2.11 -4.03 -4.14
H 0.22 -5.63 -4.31
H -1.38 -5.47 -6.19
H -1.10 -3.70 -7.89
H 0.78 -2.08 -7.70
```

Values from the calculation:
Electronic energy: -97148.98908 eV
Orbital gap: 0.258 Ha
HOMO: -4.8 eV
Net charge: -1
Multiplicity: 1
Max |F|: 0.899 eV/Å
Lowest unoccupied orbital energy: 2.2 eV

---

Record 2
DFT (ωB97M-V/def2-TZVPD) results for C7H23BrN5O4V as an isolated structure.

Structure (XYZ):
```
41
Properties=species:S:1:pos:R:3
V 2.26 2.18 -0.11
Br 2.28 -0.30 -0.91
C -0.27 -0.73 2.16
O -0.63 0.53 2.72
H -1.07 -1.46 2.05
H 0.27 -0.62 1.22
H 0.59 -1.19 2.65
H -1.28 0.37 3.41
C -0.46 -3.25 -2.95
O -1.23 -4.05 -3.37
N 0.80 -3.56 -2.77
N -0.73 -2.00 -2.68
H 1.29 -3.01 -2.07
H 1.12 -4.51 -2.88
H 0.02 -1.38 -2.43
H -1.62 -1.59 -2.92
C 3.70 -3.30 1.87
O 3.65 -4.39 2.43
N 4.28 -2.98 0.74
N 3.06 -2.37 2.44
H 3.98 -2.17 0.20
H 4.79 -3.76 0.36
H 2.70 -2.40 3.38
H 3.05 -1.50 1.93
C -1.34 0.93 -0.57
C -0.98 2.41 -0.30
C -2.25 3.10 0.34
O -3.41 3.45 -0.50
C -3.19 4.66 -1.28
N 0.09 2.35 0.66
H -2.31 0.80 -1.06
H -1.47 0.34 0.34
H -0.52 0.38 -1.03
H -0.64 2.93 -1.20
H -2.14 4.00 0.95
H -2.64 2.36 1.04
H -3.21 5.54 -0.63
H -3.99 4.80 -2.00
H -2.21 4.71 -1.75
H -0.17 1.56 1.24
H -0.15 3.12 1.28
```

Values from the calculation:
Relative energy (zero: lowest compared OMol25 entry of this formula, charge and spin): 0.0 kJ/mol
Electronic energy: -119001.39495 eV
Orbital gap (spin up / spin down): 0.250 / 0.315 Ha
HOMO (spin up / spin down): -7.4 / -9.2 eV
Net charge: 0
Multiplicity: 5
Max |F|: 7.214 eV/Å
Lowest unoccupied orbital energy (spin up / spin down): -0.6 / -0.6 eV

---

Record 3
DFT (ωB97M-V/def2-TZVPD) results for one molecule with the formula C5H9NO4.

Structure (XYZ):
```
19
Properties=species:S:1:pos:R:3
N -0.47 0.56 -2.40
C 0.38 0.52 -1.24
C -0.29 1.03 0.02
C -1.07 0.19 1.09
C -0.50 0.26 2.51
O -1.37 0.04 3.39
O 0.75 0.20 2.85
C 0.91 -1.01 -0.93
O 1.19 -1.40 0.15
O 1.16 -1.59 -2.11
H 0.14 0.96 -3.10
H -0.75 -0.38 -2.69
H 1.38 0.99 -1.22
H -0.92 1.82 -0.24
H 0.52 1.42 0.68
H -1.21 -0.86 0.78
H -2.06 0.56 1.25
H 0.74 -0.77 3.13
H 1.47 -2.53 -1.92
```

Values from the calculation:
Relative energy (zero: lowest compared OMol25 entry of this formula, charge and spin): 231.2 kJ/mol
Electronic energy: -15009.84822 eV
Orbital gap: 0.368 Ha
SMILES string: N[C@@H](CCC(=O)O)C(=O)O
HOMO: -9.7 eV
Net charge: 0
Multiplicity: 1
Max |F|: 6.757 eV/Å
Lowest unoccupied orbital energy: 0.3 eV

---

Record 4
DFT (ωB97M-V/def2-TZVPD) results for a 7-piece molecular cluster, C6H24BrO6 overall.

Structure (XYZ):
```
37
Properties=species:S:1:pos:R:3
Br -22.34 -10.51 0.13
C -18.72 -13.17 0.24
O -18.91 -11.78 0.13
H -18.12 -13.42 1.13
H -19.67 -13.69 0.34
H -18.19 -13.55 -0.63
H -19.84 -11.59 0.30
C -20.09 -8.72 3.18
O -19.60 -9.28 1.97
H -20.67 -9.49 3.70
H -19.22 -8.49 3.80
H -20.70 -7.83 3.04
H -20.38 -9.47 1.42
C -23.60 -14.72 -0.65
O -22.29 -14.19 -0.46
H -24.06 -15.00 0.30
H -24.24 -14.02 -1.18
H -23.50 -15.61 -1.27
H -22.38 -13.23 -0.52
C -26.32 -9.84 0.51
O -25.69 -11.08 0.33
H -25.87 -9.03 -0.07
H -27.38 -9.92 0.23
H -26.30 -9.53 1.57
H -24.75 -10.89 0.19
C -23.19 -10.56 -3.98
O -22.36 -11.43 -3.23
H -22.88 -10.68 -5.02
H -24.25 -10.83 -3.92
H -23.08 -9.53 -3.63
H -22.44 -11.18 -2.29
C -21.86 -6.82 0.14
O -21.43 -7.46 -1.06
H -22.83 -7.22 0.42
H -21.11 -6.96 0.92
H -21.91 -5.74 -0.05
H -21.78 -8.36 -1.03
```

Values from the calculation:
Relative energy (zero: lowest compared OMol25 entry of this formula, charge and spin): 134.1 kJ/mol
Electronic energy: -88939.90388 eV
Orbital gap: 0.344 Ha
HOMO: -6.1 eV
Net charge: -1
Multiplicity: 1
Max |F|: 0.873 eV/Å
Lowest unoccupied orbital energy: 3.2 eV

---

Record 5
DFT (ωB97M-V/def2-TZVPD) results for an isolated ion of composition C4H5N2O2S and charge -1.

Structure (XYZ):
```
14
Properties=species:S:1:pos:R:3
C 1.39 1.85 0.71
C 0.10 0.53 -0.45
C 0.20 1.76 -1.05
C -0.68 -0.72 -0.82
N 1.00 2.60 -0.33
N 0.86 0.62 0.70
O 0.85 1.15 -3.34
O -1.59 1.42 -2.95
S -0.21 2.05 -2.88
H 2.24 2.14 1.25
H -0.18 -0.98 -1.77
H -0.56 -1.45 -0.10
H -1.72 -0.65 -0.79
H 1.03 -0.03 1.41
```

Values from the calculation:
Relative energy (zero: lowest compared OMol25 entry of this formula, charge and spin): 180.6 kJ/mol
Electronic energy: -22139.58359 eV
Orbital gap: 0.249 Ha
HOMO: -3.2 eV
Net charge: -1
Multiplicity: 1
Max |F|: 3.252 eV/Å
Lowest unoccupied orbital energy: 3.6 eV